Computed, not measured: a cluster of 2 separate species, C3H10NO3 in total in a non-equilibrium geometry, with the ωB97M-V functional and the def2-TZVPD basis.

Results
Calculated total energy: -10905.3373 eV
HOMO energy: -0.1121 Ha
Orbital gap: 0.248 Eh
Energy relative to the best compared isomer or geometry (same formula, charge and spin): 0.6450 eV
Total charge: -1
2S+1: 1
Maximum force: 4.036 eV/Å

Each line ends with the Mulliken charge.
Positions of all 17 atoms, in Å:
C1 -0.43 -0.42 -1.05  -0.72
O1 0.34 -1.50 -0.65  -0.96
C2 -0.22 0.70 0.00  0.20
C3 -0.43 0.03 1.37  -0.56
O2 -0.28 0.99 2.39  -0.53
N1 -1.26 1.74 -0.15  -0.69
H1 -0.23 -0.05 -2.06  0.28
H2 -1.55 -0.58 -0.90  0.38
H3 0.74 1.15 -0.09  0.26
H4 0.29 -0.79 1.48  0.38
H5 -1.45 -0.41 1.36  0.13
H6 0.43 0.54 3.01  0.37
H7 -1.51 2.25 0.67  0.23
H8 -2.15 1.40 -0.59  0.25
H9 3.04 -2.28 -1.43  0.26
H10 1.85 -1.36 -1.61  0.43
O3 2.82 -1.41 -1.74  -0.70

Computed, not measured: a cluster of 8 separate species, C41H76FINO21 in total in a non-equilibrium geometry, with the ωB97M-V functional and the def2-TZVPD basis.

Results
Calculated total energy: -99034.5668 eV
HOMO energy: -0.4391 Ha
Orbital gap: 0.264 Eh
Total charge: +1
2S+1: 1
Maximum force: 4.805 eV/Å

Each line ends with the Mulliken charge.
Positions of all 141 atoms, in Å:
C1 -2.94 -1.15 0.71  -1.03
C2 -1.84 0.10 0.88  0.28
C3 -2.40 1.52 0.28  -0.39
C4 -3.80 2.00 1.02  -0.62
C5 -3.57 3.03 2.27  -0.64
C6 -2.77 2.37 3.55  -0.52
C7 -1.15 2.64 3.44  0.70
C8 -0.72 3.99 4.28  -0.64
C9 0.28 5.00 3.42  -0.53
C10 1.87 4.52 3.45  -0.66
C11 2.31 3.72 2.05  -0.42
C12 2.60 2.17 2.50  0.19
C13 2.98 1.15 1.28  0.11
C14 2.92 1.54 -0.34  -0.41
N1 3.31 0.55 -1.46  -0.11
I1 3.23 1.13 -3.45  0.36
C15 3.74 -0.88 -1.17  -0.10
C16 3.84 -1.39 0.40  -0.72
C17 3.46 -0.37 1.67  0.09
C18 3.64 -0.99 3.17  0.22
F1 3.91 -2.48 3.14  -0.36
C19 2.36 -0.78 4.17  -0.02
C20 2.62 -1.76 5.49  -0.99
H1 -3.68 -0.90 -0.19  0.25
H2 -3.56 -1.29 1.68  0.29
H3 -2.39 -2.15 0.40  0.28
H4 -0.86 -0.19 0.28  0.12
H5 -1.54 0.20 2.01  -0.11
H6 -2.66 1.38 -0.88  0.27
H7 -1.62 2.39 0.34  0.09
H8 -4.47 1.11 1.38  0.26
H9 -4.42 2.59 0.19  0.31
H10 -3.02 3.99 1.84  0.20
H11 -4.63 3.38 2.70  0.36
H12 -2.94 1.21 3.69  0.32
H13 -3.16 2.93 4.52  0.24
H14 -0.75 2.77 2.34  -0.30
H15 -0.59 1.68 3.88  -0.17
H16 -0.15 3.69 5.28  0.15
H17 -1.68 4.59 4.64  0.30
H18 0.25 6.04 3.99  0.32
H19 -0.09 5.21 2.33  0.24
H20 2.58 5.43 3.69  0.37
H21 1.94 3.74 4.35  0.25
H22 1.46 3.75 1.25  0.17
H23 3.29 4.25 1.63  0.37
H24 1.59 1.75 2.98  -0.20
H25 3.43 2.10 3.35  0.43
H26 2.61 2.61 -0.70  0.35
H27 4.06 -1.65 -2.02  0.37
H28 4.19 -2.51 0.57  0.33
H29 4.57 -0.47 3.67  0.31
H30 2.42 0.33 4.60  0.08
H31 1.31 -0.91 3.68  0.17
H32 2.33 -2.85 5.19  0.27
H33 2.11 -1.37 6.47  0.34
H34 3.79 -1.75 5.69  0.29
C21 2.14 4.08 -4.60  -0.56
O1 2.46 5.37 -5.12  -0.36
C22 2.78 6.29 -4.17  0.74
O2 2.82 6.10 -2.97  -0.53
O3 3.06 7.46 -4.80  -0.34
C23 3.42 8.53 -3.92  -0.51
H35 1.90 3.43 -5.44  0.33
H36 3.00 3.66 -4.07  0.07
H37 1.27 4.14 -3.94  0.37
H38 4.33 8.28 -3.36  0.30
H39 2.60 8.76 -3.23  0.18
H40 3.62 9.41 -4.53  0.25
C24 -0.13 -0.14 -3.35  -0.43
O4 -1.37 0.09 -4.01  -0.31
C25 -1.59 -0.72 -5.08  0.74
O5 -0.84 -1.59 -5.48  -0.64
O6 -2.80 -0.40 -5.61  -0.33
C26 -3.16 -1.18 -6.75  -0.61
H41 -0.06 0.56 -2.51  0.27
H42 -0.09 -1.16 -2.94  0.36
H43 0.71 0.04 -4.03  0.05
H44 -3.24 -2.24 -6.48  0.28
H45 -2.44 -1.04 -7.56  0.28
H46 -4.14 -0.84 -7.09  0.24
C27 -2.24 4.00 8.48  -0.56
O7 -1.26 4.97 8.12  -0.18
C28 -0.85 5.76 9.15  0.69
O8 -1.25 5.69 10.30  -0.54
O9 0.07 6.63 8.67  -0.28
C29 0.60 7.52 9.65  -0.63
H47 -2.49 3.43 7.58  0.07
H48 -1.84 3.31 9.23  0.32
H49 -3.15 4.49 8.84  0.32
H50 1.11 6.97 10.44  0.29
H51 -0.20 8.15 10.06  0.29
H52 1.33 8.17 9.16  0.21
C30 0.07 -4.21 -5.06  -0.64
O10 0.65 -4.40 -3.77  -0.19
C31 0.68 -5.69 -3.35  0.68
O11 0.27 -6.66 -3.98  -0.56
O12 1.26 -5.72 -2.12  -0.26
C32 1.35 -7.03 -1.55  -0.53
H53 0.10 -3.15 -5.29  0.24
H54 0.65 -4.75 -5.82  0.35
H55 -0.97 -4.54 -5.06  0.28
H56 1.98 -7.67 -2.18  0.30
H57 0.36 -7.46 -1.42  0.19
H58 1.83 -6.93 -0.57  0.22
C33 -1.47 10.26 1.61  -0.61
O13 -0.15 9.98 1.16  -0.32
C34 -0.07 9.05 0.18  0.72
O14 -1.01 8.45 -0.32  -0.55
O15 1.24 8.89 -0.14  -0.32
C35 1.48 7.93 -1.17  -0.60
H59 -1.42 11.02 2.39  0.23
H60 -2.08 10.65 0.79  0.29
H61 -1.93 9.36 2.03  0.27
H62 0.99 8.23 -2.10  0.24
H63 1.14 6.93 -0.85  0.27
H64 2.56 7.88 -1.35  0.33
C36 3.28 -12.78 -3.41  -0.61
O16 2.56 -12.25 -4.52  -0.33
C37 1.63 -11.32 -4.18  0.76
O17 1.38 -10.92 -3.05  -0.55
O18 1.02 -10.90 -5.32  -0.33
C38 0.01 -9.91 -5.13  -0.35
H65 3.99 -13.51 -3.79  0.22
H66 3.84 -11.99 -2.89  0.28
H67 2.60 -13.29 -2.71  0.29
H68 0.44 -9.01 -4.68  0.15
H69 -0.80 -10.31 -4.50  0.19
H70 -0.41 -9.66 -6.10  0.31
C39 -2.50 -8.69 -2.75  -0.62
O19 -3.71 -8.85 -3.50  -0.28
C40 -4.56 -9.78 -2.99  0.72
O20 -4.38 -10.45 -1.99  -0.54
O21 -5.65 -9.83 -3.80  -0.32
C41 -6.64 -10.77 -3.39  -0.61
H71 -1.90 -7.93 -3.24  0.20
H72 -2.73 -8.35 -1.73  0.35
H73 -1.93 -9.62 -2.73  0.29
H74 -7.03 -10.51 -2.40  0.29
H75 -6.23 -11.79 -3.39  0.29
H76 -7.47 -10.72 -4.10  0.22

Computed, not measured: a structure of composition C17H17MnNS6Si in a non-equilibrium geometry, with the ωB97M-V functional and the def2-TZVPD basis.

Results
Calculated total energy: -123606.5271 eV
HOMO energy (alpha / beta): -0.0399 / -0.0437 Ha
Orbital gap (alpha / beta): 0.204 / 0.208 Eh
Total charge: -2
2S+1: 2
Maximum force: 1.035 eV/Å

Each line ends with the Mulliken charge.
Positions of all 43 atoms, in Å:
Mn1 0.38 -0.18 0.39  -0.10
S1 -0.01 -7.24 2.27  -0.41
C1 0.09 -5.63 1.83  0.13
S2 0.14 -5.08 0.21  -0.16
C2 0.17 -3.35 0.50  0.16
C3 0.16 -3.00 1.81  0.07
S3 0.17 -1.35 2.39  -0.43
S4 0.12 -4.33 2.94  -0.16
S5 0.22 -2.23 -0.82  -0.43
C4 -1.22 5.53 -0.69  -0.98
Si1 -2.72 4.68 0.03  0.00
C5 -3.06 5.43 1.72  -0.99
C6 -4.16 5.15 -1.11  -1.15
C7 -2.70 2.82 0.09  0.35
C8 -3.85 2.09 -0.18  -0.01
C9 -3.82 0.69 -0.21  -1.03
C10 -2.60 0.08 -0.05  -0.18
N1 -1.48 0.75 0.21  -0.05
C11 -1.51 2.09 0.40  0.24
S6 -0.15 2.79 1.15  -0.51
H1 -1.46 6.58 -0.88  0.31
H2 -0.91 5.07 -1.63  0.34
H3 -0.37 5.46 -0.01  0.28
H4 -3.16 6.52 1.66  0.30
H5 -2.23 5.19 2.38  0.27
H6 -3.98 5.03 2.16  0.34
H7 -4.21 6.23 -1.26  0.30
H8 -5.12 4.83 -0.72  0.31
H9 -4.02 4.68 -2.09  0.34
H10 -4.78 2.60 -0.37  0.21
H11 -4.72 0.11 -0.39  0.37
H12 -2.48 -1.00 -0.16  0.30
C12 4.00 1.60 -1.97  -0.30
C13 2.91 1.44 -2.82  -0.37
C14 1.69 0.96 -2.34  0.04
C15 1.51 0.64 -0.99  -0.26
C16 2.63 0.81 -0.16  0.09
C17 3.86 1.27 -0.63  -0.77
H13 4.94 1.97 -2.35  0.33
H14 3.01 1.68 -3.88  0.32
H15 0.87 0.85 -3.03  0.30
H16 2.55 0.58 0.91  0.28
H17 4.70 1.38 0.05  0.31

Computed, not measured: the molecule C3H9N in a non-equilibrium geometry, with the ωB97M-V functional and the def2-TZVPD basis.

Results
Calculated total energy: -4745.7709 eV
SMILES string: CCNC
HOMO energy: -0.3155 Ha
Orbital gap: 0.361 Eh
Energy relative to the best compared isomer or geometry (same formula, charge and spin): 1.3383 eV
2S+1: 1
Maximum force: 4.507 eV/Å

Each line ends with the Mulliken charge.
Positions of all 13 atoms, in Å:
C1 -1.32 -0.88 -1.11  -0.88
C2 -0.24 -0.64 0.00  -0.31
N1 0.24 0.79 -0.02  -0.41
C3 1.40 1.10 0.93  -0.77
H1 -2.08 -1.77 -0.66  0.22
H2 -0.87 -1.39 -2.03  0.22
H3 -1.82 0.00 -1.46  0.33
H4 0.64 -1.34 -0.07  0.31
H5 -0.67 -0.87 1.01  0.24
H6 -0.57 1.45 0.09  0.23
H7 2.01 1.88 0.45  0.28
H8 1.14 1.44 1.93  0.26
H9 2.15 0.24 0.95  0.27

Computed, not measured: a structure of composition C14H42FeO18P4 in a non-equilibrium geometry, with the ωB97M-V functional and the def2-TZVPD basis.

Results
Calculated total energy: -123596.5869 eV
HOMO energy (alpha / beta): -0.3965 / -0.3799 Ha
Orbital gap (alpha / beta): 0.343 / 0.277 Eh
Total charge: +1
2S+1: 6
Maximum force: 4.617 eV/Å

Each line ends with the Mulliken charge.
Positions of all 79 atoms, in Å:
Fe1 -3.81 -1.50 1.40  0.99
C1 -6.68 -0.20 2.39  -1.03
O1 -5.71 -1.20 2.11  0.08
H1 -6.86 0.27 1.42  0.18
H2 -7.67 -0.62 2.55  0.22
H3 -6.38 0.62 3.05  0.13
C2 -0.91 -2.57 0.03  -1.16
O2 -1.94 -2.09 0.77  -0.41
H4 -1.18 -3.30 -0.74  0.21
H5 -0.37 -1.91 -0.66  0.32
H6 -0.11 -3.02 0.62  0.35
C3 -5.55 0.94 -2.06  -0.74
O3 -6.36 -0.16 -1.71  -0.34
P1 -5.43 -1.51 -1.55  -0.87
O4 -4.43 -1.35 -0.44  1.15
O5 -6.52 -2.73 -1.35  0.25
C4 -7.70 -2.63 -2.07  -0.93
O6 -4.70 -1.78 -3.03  -0.29
C5 -4.04 -3.02 -3.25  -0.50
H7 -4.48 0.81 -1.92  0.17
H8 -5.86 1.92 -1.70  0.30
H9 -5.51 1.01 -3.15  0.34
H10 -7.83 -1.71 -2.63  0.38
H11 -8.57 -2.79 -1.42  0.24
H12 -7.72 -3.48 -2.75  0.31
H13 -3.27 -2.90 -4.01  0.29
H14 -4.77 -3.81 -3.44  0.23
H15 -3.47 -3.30 -2.37  0.15
C6 -6.67 -6.22 -0.08  -0.84
O7 -6.09 -4.97 0.00  0.04
P2 -5.08 -4.68 1.23  -0.24
O8 -4.26 -3.47 1.35  0.50
O9 -5.91 -4.73 2.66  -0.25
C7 -7.08 -4.07 2.73  -0.57
O10 -4.27 -6.05 1.31  -0.37
C8 -3.29 -6.26 2.23  -0.49
H16 -6.96 -6.60 0.90  0.35
H17 -6.06 -6.94 -0.63  0.28
H18 -7.54 -6.04 -0.72  0.28
H19 -7.94 -4.73 2.86  0.32
H20 -7.32 -3.55 1.81  0.12
H21 -7.05 -3.35 3.56  0.21
H22 -2.54 -5.51 1.97  0.18
H23 -2.80 -7.24 2.27  0.33
H24 -3.54 -6.25 3.29  0.13
C9 -1.04 -1.58 6.65  -0.81
O11 -1.44 -1.43 5.32  -0.37
P3 -2.95 -1.63 4.79  -0.19
O12 -3.23 -1.39 3.30  1.49
O13 -3.21 -3.18 5.40  -0.29
C10 -4.47 -3.80 5.68  -0.50
O14 -3.68 -0.59 5.77  -0.24
C11 -3.74 0.81 5.49  -0.48
H25 -0.45 -0.79 7.11  0.30
H26 -0.26 -2.34 6.57  0.31
H27 -1.80 -1.88 7.37  0.33
H28 -5.21 -3.01 5.53  0.22
H29 -4.67 -4.18 6.68  0.37
H30 -4.74 -4.65 5.06  0.11
H31 -3.41 1.31 6.40  0.32
H32 -4.75 1.18 5.30  0.25
H33 -3.13 1.00 4.61  0.07
C12 -1.18 2.33 -1.41  -0.92
O15 -2.14 1.54 -0.82  -0.14
P4 -2.47 1.60 0.77  -0.52
O16 -3.28 0.49 1.24  0.89
O17 -1.05 1.81 1.54  -0.29
C13 -0.51 0.76 2.46  -0.32
O18 -3.17 3.08 0.91  -0.35
C14 -4.56 3.30 1.36  -0.29
H34 -1.03 3.31 -0.97  0.34
H35 -1.58 2.58 -2.40  0.31
H36 -0.13 2.10 -1.55  0.31
H37 -0.43 -0.24 2.03  0.07
H38 -1.01 0.64 3.42  0.11
H39 0.54 1.04 2.54  0.40
H40 -4.51 4.04 2.16  0.28
H41 -5.01 2.37 1.68  -0.04
H42 -5.18 3.69 0.54  0.25

Computed, not measured: a structure of composition CF3IrO2S in a non-equilibrium geometry, with the ωB97M-V functional and the def2-TZVPD basis.

Results
Calculated total energy: -26942.0791 eV
HOMO energy (alpha / beta): -0.5331 / -0.5848 Ha
Orbital gap (alpha / beta): 0.304 / 0.246 Eh
Energy relative to the best compared isomer or geometry (same formula, charge and spin): 0.0000 eV
Total charge: +1
2S+1: 6
Maximum force: 7.336 eV/Å

Each line ends with the Mulliken charge.
Positions of all 8 atoms, in Å:
O1 0.62 1.00 2.48  -0.33
Ir1 1.81 1.53 1.18  1.30
S1 0.22 0.70 -1.22  0.35
O2 1.54 0.62 -0.31  -0.49
C1 -0.81 -0.64 -0.56  0.68
F1 -1.44 -1.32 -1.68  -0.21
F2 -0.04 -1.60 -0.04  -0.16
F3 -1.90 -0.29 0.15  -0.13

Computed, not measured: a cluster of 5 separate species, C26H60N2O18P4 in total in a non-equilibrium geometry, with the ωB97M-V functional and the def2-TZVPD basis.

Results
Calculated total energy: -104933.4524 eV
SMILES string: CCCCN[C@@H](CCCCn1cccc1)OC=O.COP(=O)(OC)OC.COP(=O)(OC)OC.COP(=O)(OC)OC.COP(=O)(OC)OC
HOMO energy: -0.2992 Ha
Orbital gap: 0.315 Eh
2S+1: 1
Maximum force: 1.746 eV/Å

Each line ends with the Mulliken charge.
Positions of all 110 atoms, in Å:
C1 0.54 4.03 0.40  -1.25
C2 0.53 2.72 1.22  0.34
C3 -0.56 2.67 2.32  -0.82
C4 -1.62 1.53 2.12  -0.66
N1 -2.95 2.11 1.83  -0.40
C5 -3.34 1.96 0.44  -0.19
C6 -4.82 2.37 0.32  -1.04
C7 -5.76 1.13 0.46  -0.70
C8 -6.94 1.41 1.45  -0.51
C9 -8.32 1.21 0.78  -0.60
N2 -9.28 2.29 1.04  0.35
C10 -10.36 2.37 0.23  -0.35
C11 -11.15 3.42 0.66  -0.71
C12 -10.45 3.96 1.76  -0.44
C13 -9.29 3.26 2.00  -0.85
O1 -2.56 2.87 -0.39  -0.38
C14 -1.96 2.19 -1.43  0.23
O2 -2.55 1.85 -2.43  -0.49
H1 1.49 4.08 -0.14  0.29
H2 -0.26 4.06 -0.35  0.18
H3 0.40 4.89 1.06  0.41
H4 1.50 2.68 1.73  -0.20
H5 0.51 1.84 0.56  0.29
H6 -1.11 3.60 2.44  0.41
H7 -0.06 2.45 3.27  0.38
H8 -1.32 0.82 1.34  0.33
H9 -1.72 1.00 3.08  0.44
H10 -3.66 1.67 2.40  0.25
H11 -3.16 0.95 0.06  0.63
H12 -5.02 3.13 1.08  0.49
H13 -4.95 2.80 -0.68  0.27
H14 -6.12 0.89 -0.54  0.38
H15 -5.17 0.26 0.80  0.44
H16 -6.85 0.63 2.22  0.31
H17 -6.82 2.36 1.96  0.26
H18 -8.22 1.08 -0.30  0.48
H19 -8.76 0.28 1.16  0.22
H20 -10.48 1.67 -0.59  0.39
H21 -12.08 3.73 0.22  0.43
H22 -10.82 4.80 2.35  0.47
H23 -8.54 3.38 2.75  0.56
H24 -0.88 2.00 -1.29  0.35
C15 7.16 0.17 0.83  -0.62
O3 5.78 0.40 0.52  -0.22
P1 5.23 1.89 0.44  0.97
O4 3.82 1.95 0.07  -0.57
O5 6.23 2.64 -0.53  -0.33
C16 6.22 2.24 -1.91  -0.68
O6 5.60 2.55 1.83  -0.35
C17 4.68 2.38 2.91  -0.69
H25 7.60 -0.43 0.03  0.15
H26 7.72 1.11 0.91  0.37
H27 7.23 -0.37 1.77  0.30
H28 5.26 1.82 -2.20  0.33
H29 7.01 1.51 -2.08  0.24
H30 6.42 3.12 -2.52  0.25
H31 5.25 2.11 3.80  0.29
H32 3.95 1.60 2.71  0.32
H33 4.17 3.32 3.09  0.25
C18 -10.37 0.00 8.04  -0.73
O7 -9.24 0.32 7.22  -0.31
P2 -9.05 1.81 6.67  1.14
O8 -7.83 1.98 5.90  -0.67
O9 -9.20 2.73 7.96  -0.32
C19 -8.16 2.64 8.94  -0.71
O10 -10.40 2.14 5.92  -0.37
C20 -10.49 1.75 4.53  -0.42
H34 -10.00 -0.43 8.97  0.27
H35 -10.97 0.88 8.26  0.35
H36 -10.98 -0.74 7.52  0.27
H37 -7.22 2.32 8.50  0.34
H38 -8.45 1.94 9.72  0.26
H39 -8.03 3.63 9.37  0.24
H40 -11.45 1.28 4.37  0.37
H41 -9.70 1.05 4.26  0.30
H42 -10.41 2.64 3.92  0.01
C21 8.74 -6.35 -1.51  -0.64
O11 8.28 -5.15 -0.88  -0.31
P3 8.13 -3.81 -1.73  0.47
O12 7.59 -2.70 -0.96  -0.50
O13 7.29 -4.24 -3.00  0.21
C22 5.92 -4.60 -2.78  -0.82
O14 9.57 -3.58 -2.36  -0.25
C23 10.53 -2.86 -1.58  -0.71
H43 8.01 -7.13 -1.36  0.27
H44 8.91 -6.21 -2.58  0.26
H45 9.68 -6.65 -1.04  0.27
H46 5.52 -4.12 -1.88  0.38
H47 5.84 -5.68 -2.68  0.27
H48 5.34 -4.28 -3.64  0.24
H49 11.48 -3.40 -1.64  0.27
H50 10.23 -2.78 -0.54  0.34
H51 10.65 -1.87 -2.00  0.25
C24 5.69 -5.94 -6.97  -0.67
O15 6.87 -5.75 -7.74  -0.33
P4 7.22 -4.30 -8.31  1.06
O16 8.49 -4.25 -9.03  -0.69
O17 7.09 -3.34 -7.06  -0.30
C25 8.07 -3.48 -6.02  -0.65
O18 5.94 -3.88 -9.14  -0.32
C26 5.87 -4.29 -10.52  -0.68
H52 5.96 -6.38 -6.01  0.22
H53 5.15 -5.01 -6.80  0.35
H54 5.03 -6.64 -7.50  0.30
H55 9.00 -3.90 -6.41  0.41
H56 7.68 -4.13 -5.24  0.21
H57 8.27 -2.50 -5.60  0.25
H58 4.87 -4.68 -10.71  0.26
H59 6.61 -5.05 -10.75  0.35
H60 6.04 -3.42 -11.15  0.25

Computed, not measured: the ion C4H9N2 with charge +1 in a non-equilibrium geometry, with the ωB97M-V functional and the def2-TZVPD basis.

Results
Calculated total energy: -7266.0858 eV
SMILES string: C[NH2+]CCC#N
HOMO energy: -0.5804 Ha
Orbital gap: 0.439 Eh
Energy relative to the best compared isomer or geometry (same formula, charge and spin): 2.0559 eV
Total charge: +1
2S+1: 1
Maximum force: 4.609 eV/Å

Each line ends with the Mulliken charge.
Positions of all 15 atoms, in Å:
C1 -2.00 -0.73 0.17  -0.86
N1 -0.62 -0.51 -0.27  -0.22
C2 0.04 0.74 0.34  -0.51
C3 1.44 0.75 -0.27  -0.47
C4 2.60 -0.02 0.25  0.11
N2 3.55 -0.57 0.57  -0.29
H1 -2.63 0.05 -0.12  0.38
H2 -2.32 -1.69 -0.33  0.35
H3 -2.02 -0.77 1.27  0.34
H4 -0.62 -0.31 -1.23  0.37
H5 -0.07 -1.35 -0.12  0.35
H6 -0.48 1.56 0.00  0.43
H7 0.06 0.65 1.44  0.44
H8 1.22 0.38 -1.34  0.23
H9 1.85 1.82 -0.38  0.36